{"formula": "C59H150N10O20", "method": "wB97M-V/def2-TZVPD", "molar_mass_g_mol": 1319.9, "smiles": "COC[C@H](C)N.COCCNCCOC.COCCNCCOC.COCCNCCOC.COCCNCCOC.COCCNCCOC.COCCNCCOC.COCCNCCOC.COCCNCCOC.COCCNCCOC.CO", "lumo_energy_ev": 0.55, "elements": ["C", "O", "C", "C", "N", "C", "C", "O", "C", "H", "H", "H", "H", "H", "H", "H", "H", "H", "H", "H", "H", "H", "H", "H", "C", "O", "C", "C", "N", "C", "C", "O", "C", "H", "H", "H", "H", "H", "H", "H", "H", "H", "H", "H", "H", "H", "H", "H", "C", "O", "C", "C", "N", "C", "C", "O", "C", "H", "H", "H", "H", "H", "H", "H", "H", "H", "H", "H", "H", "H", "H", "H", "C", "O", "C", "C", "N", "C", "C", "O", "C", "H", "H", "H", "H", "H", "H", "H", "H", "H", "H", "H", "H", "H", "H", "H", "C", "O", "C", "C", "N", "C", "C", "O", "C", "H", "H", "H", "H", "H", "H", "H", "H", "H", "H", "H", "H", "H", "H", "H", "C", "O", "C", "C", "N", "C", "C", "O", "C", "H", "H", "H", "H", "H", "H", "H", "H", "H", "H", "H", "H", "H", "H", "H", "C", "O", "C", "C", "N", "C", "C", "O", "C", "H", "H", "H", "H", "H", "H", "H", "H", "H", "H", "H", "H", "H", "H", "H", "C", "O", "C", "C", "N", "C", "C", "O", "C", "H", "H", "H", "H", "H", "H", "H", "H", "H", "H", "H", "H", "H", "H", "H", "C", "O", "C", "C", "N", "C", "C", "O", "C", "H", "H", "H", "H", "H", "H", "H", "H", "H", "H", "H", "H", "H", "H", "H", "C", "C", "C", "O", "C", "N", "H", "H", "H", "H", "H", "H", "H", "H", "H", "H", "H", "C", "O", "H", "H", "H", "H"], "coordinates": [[-5.0432, -1.8809, -4.3894], [-3.9509, -2.3606, -5.1410], [-3.8893, -1.8071, -6.4614], [-3.1412, -0.4139, -6.4608], [-4.0369, 0.6586, -6.0596], [-3.5636, 2.0577, -6.1261], [-2.2127, 2.3587, -5.5388], [-1.1695, 1.9434, -6.4346], [0.1711, 2.1597, -5.8881], [-5.9479, -2.1353, -4.9416], [-5.1003, -0.8020, -4.2452], [-4.9621, -2.3556, -3.4116], [-4.8809, -1.7492, -6.9103], [-3.3776, -2.4784, -7.1511], [-2.7158, -0.2473, -7.4504], [-2.2850, -0.5107, -5.7933], [-4.9256, 0.5705, -6.5314], [-4.2213, 2.6863, -5.5257], [-3.6441, 2.4016, -7.1573], [-2.0668, 1.9366, -4.5444], [-2.0648, 3.4346, -5.4463], [0.9070, 1.7892, -6.6017], [0.3352, 1.7971, -4.8733], [0.4025, 3.2236, -5.9383], [-0.2582, 4.9092, 5.5468], [0.7999, 5.8780, 5.6062], [0.6102, 6.9139, 6.5593], [-0.5101, 7.8706, 6.0926], [-0.0740, 8.5770, 4.8838], [-1.1824, 9.4063, 4.3646], [-0.8565, 9.7439, 2.9229], [-0.7297, 8.5468, 2.0740], [-0.6745, 8.9015, 0.6860], [-0.0827, 4.1725, 4.7628], [-1.2446, 5.3205, 5.3327], [-0.3462, 4.4179, 6.5157], [1.5890, 7.3908, 6.6095], [0.3697, 6.4474, 7.5146], [-0.5705, 8.5943, 6.9053], [-1.4541, 7.3320, 6.0098], [0.1371, 7.9101, 4.1553], [-1.3399, 10.3696, 4.8498], [-2.1241, 8.8576, 4.3829], [0.0802, 10.2962, 2.9985], [-1.6506, 10.3929, 2.5537], [-1.6270, 9.2640, 0.2996], [-0.3335, 8.0683, 0.0715], [0.0446, 9.7137, 0.5788], [8.4986, -6.8149, -5.5688], [7.3166, -6.1347, -5.7899], [6.6398, -6.5614, -6.9751], [5.4007, -5.6786, -7.2250], [4.4232, -5.7143, -6.0972], [3.5488, -4.5569, -6.3750], [2.4890, -4.4066, -5.2634], [3.1076, -3.9653, -4.0792], [2.2448, -3.4010, -3.1011], [8.3235, -7.8834, -5.4433], [8.9845, -6.4037, -4.6839], [9.2441, -6.6943, -6.3547], [6.3217, -7.5730, -6.7227], [7.3255, -6.6142, -7.8207], [4.8687, -6.0285, -8.1097], [5.7232, -4.6624, -7.4516], [4.9331, -5.5687, -5.2377], [3.0289, -4.6659, -7.3268], [4.2068, -3.6881, -6.3849], [2.0124, -5.3630, -5.0483], [1.7161, -3.7213, -5.6115], [2.8699, -3.1343, -2.2489], [1.4538, -4.1108, -2.8591], [1.9094, -2.4117, -3.4125], [-2.9177, -5.4532, 7.2572], [-3.5191, -4.1888, 6.9821], [-3.7860, -4.1011, 5.5356], [-4.6146, -2.7425, 5.3742], [-3.8407, -1.5654, 5.7841], [-2.6578, -1.2683, 4.8964], [-2.9714, -1.0675, 3.3646], [-2.9204, -2.3422, 2.6625], [-3.1568, -2.2183, 1.2667], [-3.5496, -6.2801, 6.9332], [-2.7034, -5.6567, 8.3063], [-1.9134, -5.4667, 6.8338], [-4.3036, -4.9893, 5.1733], [-2.8783, -3.9979, 4.9411], [-5.4770, -2.8008, 6.0382], [-4.9746, -2.6835, 4.3471], [-3.5138, -1.7286, 6.7258], [-1.8676, -2.0070, 5.0305], [-2.1973, -0.3605, 5.2863], [-2.2572, -0.3376, 2.9836], [-3.9585, -0.6297, 3.2158], [-2.6024, -1.4545, 0.7213], [-4.1778, -1.9236, 1.0240], [-2.9686, -3.1750, 0.7795], [1.4990, -0.2477, -0.5186], [2.9003, -0.5515, -0.6631], [3.2656, -1.6254, 0.1260], [4.7257, -2.0887, 0.0427], [5.6436, -0.9844, 0.4641], [7.0355, -1.2528, 0.2941], [7.7695, 0.0526, 0.6779], [7.4325, 1.0208, -0.2430], [8.0681, 2.2541, -0.0871], [1.2430, 0.2684, 0.4067], [0.8326, -1.1029, -0.6312], [1.2882, 0.4520, -1.3274], [2.6757, -2.4976, -0.1556], [2.9628, -1.4771, 1.1625], [5.0004, -2.3928, -0.9674], [4.8663, -3.0454, 0.5457], [5.4094, -0.1903, -0.1144], [7.2400, -1.5248, -0.7415], [7.4595, -2.0163, 0.9463], [8.8488, -0.0170, 0.8136], [7.3745, 0.3307, 1.6550], [7.7927, 2.9162, -0.9079], [9.1176, 2.1842, -0.3733], [7.8168, 2.8812, 0.7683], [4.7292, -4.3087, 7.3141], [3.4345, -4.1013, 7.7256], [2.3867, -4.4829, 6.8170], [1.0128, -3.9811, 7.2407], [0.8319, -2.5873, 6.9179], [-0.3231, -2.0725, 7.6114], [-0.2094, -0.5385, 7.6649], [0.9210, -0.2201, 8.4169], [1.4768, 1.0304, 8.1321], [5.0345, -3.8551, 6.3711], [4.9369, -5.3786, 7.2991], [5.3511, -3.8328, 8.0724], [2.3892, -5.5728, 6.8269], [2.6714, -4.1112, 5.8326], [0.8839, -4.1079, 8.3156], [0.2183, -4.5943, 6.8154], [1.6187, -2.1693, 7.3936], [-0.3878, -2.4130, 8.6448], [-1.2264, -2.3018, 7.0462], [-1.1295, -0.0736, 8.0191], [-0.1246, -0.2280, 6.6236], [2.1493, 1.3329, 8.9347], [0.7395, 1.8285, 8.0456], [1.9977, 0.9861, 7.1757], [-0.2023, 4.5935, -2.6337], [0.7127, 3.8888, -1.7561], [1.7633, 4.7634, -1.3136], [2.7313, 3.9011, -0.5455], [3.7882, 4.6774, 0.0803], [4.7008, 5.3872, -0.8485], [5.9954, 5.8181, -0.1235], [7.0584, 6.0017, -1.0274], [6.9228, 7.1423, -1.8533], [0.2295, 4.7004, -3.6288], [-0.4601, 5.5412, -2.1608], [-1.1211, 4.0088, -2.6782], [1.3761, 5.5721, -0.6937], [2.1496, 5.1789, -2.2443], [3.0881, 3.0584, -1.1377], [2.2467, 3.3854, 0.2836], [4.2919, 4.0544, 0.6953], [4.1981, 6.2005, -1.3719], [4.9407, 4.7118, -1.6697], [6.2834, 4.9531, 0.4740], [5.8816, 6.6596, 0.5600], [6.3530, 6.9109, -2.7533], [7.9384, 7.4592, -2.0902], [6.4474, 7.9453, -1.2900], [-0.1496, 1.3905, 3.7251], [-0.1980, 1.3220, 2.2717], [-1.0074, 2.3145, 1.6602], [-0.8902, 2.3129, 0.1033], [-1.6744, 1.2371, -0.5149], [-1.5885, 1.3012, -2.0007], [-2.1951, -0.0098, -2.4951], [-1.2140, -1.0308, -2.2773], [-1.6494, -2.3283, -2.5657], [0.5294, 2.1522, 4.1085], [0.2117, 0.4123, 4.0423], [-1.1307, 1.5912, 4.1555], [-0.6864, 3.3144, 1.9523], [-2.0427, 2.2856, 2.0001], [0.1589, 2.3378, -0.1915], [-1.1866, 3.3206, -0.1880], [-1.4475, 0.2850, -0.2657], [-0.5832, 1.4343, -2.4006], [-2.2560, 2.0661, -2.3975], [-2.4340, 0.0807, -3.5548], [-3.1055, -0.3363, -1.9924], [-2.4707, -2.5299, -1.8780], [-0.8378, -3.0487, -2.4623], [-2.1182, -2.5606, -3.5219], [-2.0914, 5.9456, 1.8754], [-2.9010, 4.8675, 1.3088], [-4.0970, 5.3629, 0.7628], [-4.5259, 4.4465, -0.3994], [-5.0803, 3.1898, 0.0196], [-5.1948, 2.2496, -1.0720], [-5.8354, 0.9655, -0.5132], [-6.1468, 0.1445, -1.5812], [-6.4195, -1.2158, -1.2489], [-1.9648, 6.7463, 1.1468], [-1.1952, 5.5171, 2.3242], [-2.6495, 6.3527, 2.7186], [-3.8735, 6.3430, 0.3413], [-4.8429, 5.4599, 1.5516], [-3.7097, 4.3140, -1.1095], [-5.3034, 4.9629, -0.9624], [-4.6106, 2.9090, 0.8685], [-4.2290, 2.0939, -1.5526], [-5.8888, 2.5956, -1.8380], [-6.7273, 1.2037, 0.0663], [-5.1686, 0.4227, 0.1569], [-6.8509, -1.6267, -2.1616], [-6.9727, -1.3685, -0.3222], [-5.4282, -1.6213, -1.0462], [-2.0760, -5.4015, -4.8555], [-2.7935, -6.5563, -4.0866], [-2.1832, -7.9861, -4.3195], [-2.1371, -8.2651, -5.7073], [-1.4787, -9.5472, -6.0100], [-2.8418, -6.2549, -2.6957], [-2.6292, -4.4678, -4.9563], [-1.9014, -5.7615, -5.8694], [-1.0890, -5.3155, -4.4010], [-3.8372, -6.5096, -4.3974], [-2.8189, -8.7932, -3.9554], [-1.2341, -7.9719, -3.7838], [-1.3022, -9.6004, -7.0843], [-2.2029, -10.3281, -5.7781], [-0.5805, -9.8105, -5.4513], [-1.9329, -6.0474, -2.3072], [-3.0426, -7.1282, -2.2296], [-5.5140, -4.9164, -0.9606], [-4.4170, -4.2131, -1.6135], [-6.0578, -4.2927, -0.2511], [-6.2694, -5.2284, -1.6818], [-5.1678, -5.8116, -0.4441], [-3.8359, -4.8496, -2.0363]]}